This record from the Open Molecules 2025 dataset describes 4 unconnected molecules or ions with the total composition C9H14O3. The level of theory is ωB97M-V/def2-TZVPD.

Summary:
Relative energy (zero: lowest compared OMol25 entry of this formula, charge and spin), eV: 11.505
E_HOMO, eV: -9.01
LUMO, eV: -0.11
Orbital gap, eV: 8.90

Geometry as ORCA input:
```
! RIJCOSX wB97M-V def2-TZVPD def2/J DEFGRID3
* xyz 0 1
H -1.027 1.211 1.915
C -1.391 -1.176 2.179
C 1.878 1.910 -0.801
H -2.345 -1.948 1.069
C -1.041 0.141 1.413
H -0.332 -2.164 2.733
H 0.240 -1.533 -2.424
O 0.584 1.435 -1.187
C 0.110 -0.312 0.349
H 3.139 0.569 0.506
H 1.980 2.429 0.239
H -1.627 -0.057 4.335
C 2.807 0.764 -0.624
O 1.983 -0.350 -1.057
H 2.270 2.671 -1.510
C 0.635 0.043 -0.905
C -1.287 -0.082 -0.042
H 3.687 0.896 -1.313
O -2.387 -0.616 3.293
H -0.398 -0.002 -2.912
H -2.655 -0.788 -1.550
H -1.375 0.943 -0.313
H -1.655 -2.020 -0.626
C -0.334 -0.705 -1.970
H 0.219 -1.487 0.341
C -1.637 -0.996 -1.082
*
```

Charges obtained by Löwdin population analysis, quoted in units of e: 0.177 -0.182 -0.186 0.234 -0.131 0.210 0.109 -0.035 -0.125 0.158 0.142 0.287 -0.158 -0.054 0.126 -0.557 -0.394 0.132 -0.318 0.151 0.137 0.140 0.094 -0.003 0.181 -0.136